[1]
{"formula": "C15H51HgN6O16", "method": "the ωB97M-V functional and the def2-TZVPD basis", "multiplicity": 1, "charge": 1, "lumo_ha": -0.320, "homo_ha": -0.4005, "elements": ["O", "C", "C", "H", "H", "C", "H", "O", "H", "H", "H", "C", "H", "H", "H", "H", "H", "H", "H", "O", "C", "C", "O", "H", "H", "N", "C", "N", "C", "H", "H", "H", "C", "O", "H", "O", "H", "H", "H", "H", "O", "H", "H", "C", "H", "H", "H", "O", "H", "N", "O", "H", "H", "H", "C", "N", "H", "H", "C", "H", "O", "H", "H", "H", "H", "H", "O", "O", "H", "H", "H", "H", "C", "H", "N", "C", "H", "H", "O", "C", "H", "N", "O", "O", "H", "H", "H", "Hg", "O"], "xyz": [[-6.123, -0.484, 2.725], [6.391, -1.740, -0.304], [-0.781, 5.993, -3.377], [7.529, -2.998, -2.761], [-0.768, 1.799, -0.372], [-6.322, 2.357, -3.854], [-2.544, -6.913, -1.250], [3.886, 4.279, 3.815], [0.575, -0.842, -0.092], [-3.452, -6.979, -2.770], [-7.212, 2.086, 0.713], [0.001, -0.110, 0.477], [6.036, 3.482, 1.343], [1.302, 0.323, -5.606], [3.363, -7.927, 3.758], [0.414, 2.420, 4.669], [1.793, -6.589, 4.805], [-0.659, 6.960, -1.723], [3.800, 4.527, 1.996], [-4.893, 0.369, -4.305], [7.694, -2.189, -1.033], [2.611, -6.187, 4.208], [-0.209, 5.391, -4.344], [0.844, 6.738, -2.641], [8.393, -1.419, -0.708], [-2.653, -4.703, -0.895], [-3.227, -5.211, -1.962], [3.290, -0.516, -4.823], [4.284, 3.747, 2.584], [1.693, 2.001, -5.251], [-5.224, 2.833, 1.199], [-7.145, 4.089, -3.302], [-5.095, 1.451, -3.486], [-0.449, 2.450, 5.082], [-2.639, -3.694, -0.845], [3.063, -7.150, 3.281], [4.195, -0.872, -4.550], [3.744, 2.834, 2.335], [3.426, -6.067, 4.921], [-5.243, 1.117, -2.459], [6.252, 2.494, 3.162], [5.555, -2.431, -0.418], [-1.831, -5.172, -0.545], [3.057, 0.707, -4.662], [-2.667, 5.328, -3.750], [6.222, 4.526, 2.746], [-7.957, 0.014, 1.745], [7.479, -2.090, -2.454], [6.212, 1.720, 2.596], [-2.037, 5.885, -3.190], [-6.481, 3.477, -2.978], [-4.290, -0.273, -3.924], [4.447, 3.795, 4.426], [-0.909, 0.441, -1.491], [2.246, -4.860, 3.574], [-0.163, 6.793, -2.587], [-2.288, 6.038, -2.224], [-6.677, -0.184, 0.706], [-0.336, 0.839, -0.653], [7.891, -3.237, -0.808], [0.860, -4.843, 3.243], [2.943, -4.635, 2.767], [0.498, -3.984, 3.015], [0.615, 1.159, -1.079], [-6.316, -1.416, 2.598], [-2.640, -1.512, 6.913], [-3.630, -4.536, -2.869], [-5.275, 1.933, 1.528], [5.988, -0.854, -0.794], [-6.309, 2.655, -4.902], [-7.108, 2.151, 2.429], [-4.181, 2.045, -3.495], [5.785, 3.590, 2.398], [0.697, 0.432, 1.117], [-3.176, -6.504, -1.923], [-6.880, 0.179, 1.713], [-0.324, 2.993, 5.860], [-2.364, -2.713, 6.033], [-0.970, -0.644, 1.293], [-6.653, 1.681, 1.557], [-7.209, 1.781, -3.588], [1.937, 1.021, -5.248], [3.937, 1.556, -4.358], [6.605, -1.580, 1.043], [2.376, -3.965, 4.183], [6.893, -2.444, 1.344], [2.501, -1.004, -5.222], [-3.325, 0.804, 3.973], [-2.691, -1.814, 6.006]]}


[2]
{"formula": "C5H15N3O", "method": "the ωB97M-V functional and the def2-TZVPD basis", "multiplicity": 1, "lumo_ha": 0.030, "homo_ha": -0.3326, "elements": ["C", "H", "C", "H", "H", "H", "C", "H", "O", "H", "N", "H", "H", "H", "N", "C", "H", "C", "H", "H", "N", "H", "H", "H"], "xyz": [[1.608, -0.119, 0.116], [1.362, -1.169, 1.961], [1.009, 1.326, -1.925], [0.627, 1.837, 0.111], [0.169, 0.648, -2.120], [1.191, -0.822, -0.609], [0.910, -0.314, 1.467], [-2.859, -1.749, -0.289], [-2.559, 1.865, -0.323], [-2.830, 1.115, 0.233], [-0.531, -0.355, 1.397], [1.181, 0.530, 2.091], [-0.943, 0.548, 1.209], [-1.142, -3.372, 0.479], [-2.320, -1.016, 0.147], [-1.198, -1.330, 0.671], [2.666, -0.333, 0.150], [1.389, 1.311, -0.456], [0.631, 2.305, -2.227], [0.232, -2.642, 1.191], [-0.569, -2.552, 0.592], [-2.135, 1.334, -1.013], [2.286, 1.875, -0.268], [1.824, 1.077, -2.582]]}


[3]
{"formula": "CH5NP2", "method": "the ωB97M-V functional and the def2-TZVPD basis", "multiplicity": 1, "lumo_ha": [-0.029, -0.008], "homo_ha": [-0.2786, -0.2978], "elements": ["H", "N", "H", "H", "H", "H", "P", "P", "C"], "xyz": [[-2.938, -0.569, -0.084], [-0.833, 1.360, -0.859], [-0.145, 2.089, -0.791], [2.539, -0.301, -1.274], [-1.533, -1.513, 1.119], [2.054, -0.391, 1.068], [-1.782, -1.170, -0.277], [1.851, -0.977, -0.202], [-0.771, 0.283, -0.308]]}


[4]
{"formula": "C42H41MgNO3P2S", "method": "the ωB97M-V functional and the def2-TZVPD basis", "multiplicity": 1, "lumo_ha": [-0.026, -0.026], "homo_ha": [-0.1591, -0.1619], "elements": ["H", "C", "C", "H", "C", "H", "O", "H", "H", "H", "H", "O", "C", "C", "H", "H", "C", "H", "O", "C", "H", "C", "Mg", "N", "C", "C", "C", "C", "C", "C", "C", "C", "C", "H", "H", "H", "C", "H", "C", "H", "H", "C", "H", "P", "H", "H", "H", "H", "H", "C", "P", "H", "H", "C", "S", "C", "C", "H", "C", "C", "H", "C", "C", "C", "H", "H", "H", "H", "H", "C", "H", "H", "H", "C", "C", "H", "C", "H", "C", "C", "H", "C", "C", "C", "C", "H", "H", "C", "C", "C", "H"], "xyz": [[-0.641, -3.814, -1.759], [-4.014, 2.959, -1.180], [0.467, 4.710, -2.274], [0.447, 6.407, -3.595], [4.844, -3.418, 1.550], [-4.339, -4.277, -3.497], [-1.929, 0.618, 4.817], [-1.389, -2.120, 0.024], [-0.256, -4.492, 4.266], [-0.295, -0.458, -0.530], [-0.372, -3.554, -4.390], [-1.349, 2.607, 3.411], [-3.649, -3.419, -3.523], [4.208, -3.657, -0.778], [-3.262, -2.722, 1.698], [5.483, -3.657, 2.403], [5.070, -3.960, 0.283], [-0.548, 4.906, -1.913], [1.901, -0.455, 2.348], [2.357, 5.383, -3.624], [4.155, 4.209, -3.375], [-1.321, -3.289, -2.438], [-2.390, -1.580, -1.702], [-0.201, 0.373, 2.899], [-2.153, 2.402, 0.268], [0.811, 3.358, 0.917], [2.021, 2.334, 6.658], [3.775, -2.546, 1.747], [1.177, 3.571, -1.843], [-3.161, 2.904, -2.286], [-2.676, -3.541, -2.360], [-1.872, -3.549, 3.136], [-1.286, 2.432, -0.834], [-0.708, -1.004, -4.940], [-1.743, 2.223, 1.258], [1.503, -3.636, 2.767], [3.129, -2.792, -0.581], [1.705, 2.935, 1.403], [-0.640, -2.760, -3.667], [-4.146, 2.720, 0.970], [-5.074, 3.178, -1.318], [-2.257, -0.722, -3.568], [-2.624, -3.811, 3.884], [0.488, 2.418, -0.608], [0.334, -2.337, -3.366], [-0.114, 2.832, 6.571], [2.451, 0.921, -0.698], [-5.202, -2.196, -2.689], [3.688, 0.401, 4.349], [3.115, 4.343, -3.079], [1.409, -1.321, 1.050], [5.911, -4.631, 0.141], [2.194, 2.902, 7.573], [2.542, 3.456, -2.165], [-0.969, 1.363, 4.048], [0.464, -3.358, 2.600], [2.892, -2.242, 0.697], [2.801, 6.064, -4.347], [0.125, -2.450, 1.580], [0.521, 1.566, 4.959], [2.466, -2.542, -1.411], [-2.205, -2.896, 1.940], [-4.449, -2.095, -3.489], [-1.803, 2.655, -2.120], [-3.058, -3.986, -1.431], [-5.048, -2.025, -4.413], [4.071, 1.672, 6.500], [-3.134, -3.509, -4.484], [1.027, 4.401, 0.622], [1.042, 5.584, -3.200], [-1.132, 2.676, -2.981], [-3.559, 3.055, -3.287], [-1.692, 0.170, -3.264], [-0.539, -3.884, 3.402], [3.083, 1.638, 6.043], [4.381, -4.099, -1.760], [-1.191, -2.429, 1.090], [3.618, -2.098, 2.727], [-3.502, 2.698, 0.092], [0.724, 2.305, 6.116], [-0.037, 3.341, 1.619], [-3.587, -0.870, -3.203], [1.363, 0.888, -0.549], [0.729, -0.253, -0.176], [1.571, 0.883, 4.351], [-2.043, -2.144, -5.229], [3.145, 2.674, -1.704], [2.879, 0.915, 4.871], [1.063, 0.234, 3.165], [-1.452, -1.654, -4.437], [-4.136, -0.033, -2.748]]}


[5]
{"formula": "C23H31IN3ReSe", "method": "the ωB97M-V functional and the def2-TZVPD basis", "multiplicity": 4, "charge": 1, "lumo_ha": [-0.150, -0.181], "homo_ha": [-0.4210, -0.4228], "elements": ["H", "C", "C", "C", "C", "C", "C", "H", "H", "H", "C", "H", "C", "H", "C", "C", "H", "H", "C", "C", "H", "N", "H", "C", "H", "H", "H", "H", "H", "C", "Se", "H", "C", "C", "C", "H", "H", "N", "H", "H", "H", "I", "H", "H", "C", "Re", "H", "C", "C", "C", "H", "H", "N", "H", "H", "H", "H", "C", "H", "C"], "xyz": [[0.690, -2.711, 2.666], [3.799, -0.100, -3.760], [-2.336, 1.512, 3.658], [-0.774, -1.468, -2.953], [1.495, -0.222, -3.079], [-2.923, 0.306, 2.902], [-3.711, -0.562, 3.899], [2.688, 1.801, 0.741], [-4.729, 1.329, 2.369], [-4.571, 0.007, 4.252], [3.241, -0.004, -1.386], [3.708, -1.911, 0.820], [0.973, -1.157, 0.202], [2.142, -0.272, -5.113], [-1.103, -1.474, 3.093], [2.454, -0.203, -4.078], [-1.669, 1.186, 4.457], [-1.766, 2.169, 2.995], [-3.541, -1.250, -1.064], [-1.392, 2.513, -0.087], [3.742, 1.054, 1.936], [-3.497, -2.365, -0.770], [4.729, 0.782, -0.182], [0.003, -1.242, 1.187], [-1.642, 1.117, -3.732], [-1.614, 2.578, 0.972], [4.550, -0.087, -4.538], [-3.502, 1.464, 1.131], [-4.075, -1.473, 3.423], [4.467, -1.192, 0.507], [-3.494, 0.552, -1.463], [1.813, -1.842, 0.196], [-1.749, -0.487, 2.345], [4.167, 0.003, -2.435], [3.076, 0.849, 1.098], [-4.384, -0.052, 1.335], [-0.015, 1.826, -3.879], [-1.072, -0.334, 1.149], [5.217, 0.108, -2.187], [5.102, -1.001, 1.373], [-0.609, 1.583, -2.348], [0.490, 3.462, -0.387], [-1.779, -1.482, -3.380], [-3.128, -0.835, 4.777], [3.872, 0.131, 0.006], [-1.092, 0.546, -0.673], [-0.277, -2.403, -3.216], [1.894, -0.142, -1.736], [-3.930, 0.787, 1.861], [-0.019, -1.953, 2.371], [-2.127, 3.077, -0.656], [2.242, 0.274, 1.499], [0.862, -0.235, -0.728], [-3.144, 2.095, 4.100], [-0.891, -1.537, -1.862], [0.050, -0.444, -4.582], [5.075, -1.669, -0.261], [-0.622, 1.085, -3.355], [-1.398, -1.799, 4.073], [0.035, -0.287, -3.501]]}


[6]
{"formula": "C20H31Cl2MnN4O3", "method": "the ωB97M-V functional and the def2-TZVPD basis", "multiplicity": 5, "lumo_ha": [0.007, 0.007], "homo_ha": [-0.1688, -0.2577], "elements": ["H", "H", "C", "H", "Cl", "N", "N", "C", "H", "N", "H", "C", "H", "H", "C", "H", "C", "C", "C", "H", "H", "O", "C", "H", "H", "C", "C", "H", "C", "H", "C", "H", "H", "O", "N", "H", "H", "H", "C", "H", "C", "C", "C", "H", "O", "H", "H", "H", "H", "H", "H", "C", "C", "H", "C", "Mn", "C", "H", "Cl", "H", "H"], "xyz": [[-0.222, -2.936, 2.078], [3.879, -0.852, 4.627], [0.757, 1.614, -3.403], [-2.566, -0.479, 6.459], [-0.078, 2.382, 1.559], [2.634, 0.456, 1.867], [0.989, -3.399, 0.396], [1.353, -2.169, 0.064], [-1.754, 2.133, -4.588], [-2.456, -0.062, 4.397], [-2.192, -1.545, -2.423], [-3.273, 1.138, 4.291], [-2.713, -0.588, -0.337], [-3.193, 1.751, 5.201], [3.918, 0.821, 1.831], [-1.115, -3.394, 0.605], [-2.754, -0.966, 5.492], [2.440, -0.284, 3.043], [0.724, 2.966, -3.023], [-3.356, 1.725, -3.918], [-2.932, 1.723, 3.430], [-0.526, -1.149, 3.800], [1.697, -4.565, -0.119], [-1.233, 0.540, 2.861], [1.372, 0.181, -4.888], [0.284, 0.623, -2.454], [-0.212, -3.594, 1.201], [5.537, 0.478, 3.133], [-1.831, 0.262, -3.485], [1.814, 4.348, -5.946], [1.629, 2.224, -5.571], [2.231, -2.063, -0.593], [-2.128, 1.004, -0.821], [0.439, 0.919, -1.199], [4.552, 0.338, 2.929], [0.282, -0.438, -2.719], [1.997, 1.930, -6.556], [1.055, 4.992, -3.648], [-2.261, -0.461, -2.407], [1.823, -5.300, 0.684], [3.630, -0.362, 3.703], [-2.271, 1.695, -3.728], [1.533, 3.578, -5.222], [-0.217, -4.642, 1.510], [0.701, -1.170, 0.497], [4.419, 1.405, 1.068], [1.147, -5.039, -0.943], [-3.818, -1.229, 5.457], [-4.328, 0.863, 4.163], [-3.792, 0.513, -1.209], [1.471, -0.676, 3.310], [1.271, 1.243, -4.658], [1.095, 3.943, -3.942], [0.403, 3.227, -2.010], [-1.345, -0.233, 3.648], [1.144, 0.798, 0.504], [-2.751, 0.156, -1.146], [-2.062, 2.310, -2.843], [-1.381, -0.584, -4.921], [2.676, -4.242, -0.487], [-2.134, -1.859, 5.399]]}


The records above yield largest force on an atom values of 8.79; 1.28; 2.98; 6.36; 0.38; 2.54 eV Å⁻¹, respectively.
The records above yield E_tot values of -2287.31189; -439.02724; -778.39355; -3186.18413; -3836.39768; -3296.77465 Ha, respectively.